# 1
DFT (the ωB97M-V functional and the def2-TZVPD basis) results for a structure of composition C31H46CrN2O6P2 at a distorted geometry.

The geometry in XYZ format:
```
88
Properties=species:S:1:pos:R:3:mulliken_spin:R:1
Cr 0.7708 1.1583 0.1386 3.720
C 1.2887 0.9089 2.2925 -0.110
C 2.3348 1.5454 1.5534 -0.255
C 0.3994 2.8323 1.3402 -0.164
C 0.1121 1.7106 2.1816 -0.210
C 1.7986 2.7598 0.9853 -0.008
C 1.4429 -0.2190 3.2536 0.017
H 2.3434 -0.8201 3.0733 0.000
H 0.5719 -0.8863 3.2242 -0.002
H 1.4717 0.1345 4.2979 -0.015
C -1.1461 1.5155 2.9547 0.017
H -1.4363 0.4507 2.9926 -0.010
H -1.9791 2.0818 2.5170 0.006
H -1.0353 1.8188 4.0113 -0.010
C -0.6202 3.8014 0.8526 0.035
H -0.6295 4.6863 1.4968 -0.002
H -1.6213 3.3424 0.8354 0.001
H -0.3796 4.1237 -0.1668 -0.011
C 2.5198 3.7219 0.1120 0.017
H 3.0404 4.4674 0.7284 -0.007
H 1.8280 4.2522 -0.5602 -0.012
H 3.2624 3.2035 -0.5106 0.001
C 3.7486 1.0897 1.4570 0.018
H 4.3479 1.4764 2.2911 -0.004
H 4.2188 1.4384 0.5341 -0.008
H 3.8071 -0.0041 1.4633 -0.001
C -0.6774 -1.6495 -0.1720 0.104
C 0.4421 -2.2951 0.1964 -0.043
C 1.7780 -2.3245 -0.5182 0.035
C 1.8364 -1.7045 -1.9414 -0.032
C 1.7026 -0.2182 -2.0471 0.059
C 0.5704 0.4889 -2.3856 -0.035
C -0.7869 0.3240 -1.7434 0.024
C -1.0892 -1.1708 -1.5197 -0.063
H 2.0940 -3.3814 -0.6207 0.000
H 1.1407 -2.2426 -2.6061 -0.002
H 2.5729 -1.8635 0.1100 -0.008
H -0.6104 -1.7660 -2.3086 -0.002
H -1.4298 -1.4535 0.6064 0.003
H 0.4224 -2.8028 1.1756 -0.001
H -2.1775 -1.3044 -1.6312 0.003
H -0.8806 0.8798 -0.7576 -0.078
H 0.6497 1.4045 -2.9914 0.022
H -1.5847 0.7944 -2.3606 0.003
H 2.8392 -1.9505 -2.3361 0.002
H 2.6693 0.3319 -2.0035 0.014
P -0.2378 -1.1401 -4.7465 -0.002
P -0.0512 2.1458 -5.0203 -0.001
C -0.0908 -0.3161 -6.3988 0.000
C -0.7577 1.0650 -6.3624 0.000
H -0.5704 -0.9376 -7.1738 0.000
H 0.9846 -0.2381 -6.6394 0.000
H -0.6373 1.6311 -7.2971 0.000
H -1.8450 1.0165 -6.1763 0.000
C -0.9808 3.6271 -5.5708 0.000
H -0.6006 4.5060 -5.0318 0.000
H -2.0444 3.4665 -5.3347 0.000
H -0.8435 3.7214 -6.6585 0.000
C 1.6163 2.4597 -5.6942 0.000
H 1.5729 2.6109 -6.7761 0.000
H 2.2787 1.6169 -5.4750 0.000
H 2.0301 3.3526 -5.2148 0.000
C -2.0216 -1.6553 -4.8199 -0.001
H -2.3339 -2.0205 -3.8312 0.000
H -2.1162 -2.4682 -5.5475 0.000
H -2.6572 -0.8131 -5.1121 0.001
C 0.5290 -2.7185 -5.2582 -0.001
H 1.4632 -2.5286 -5.7930 0.000
H -0.1582 -3.2577 -5.9150 0.000
H 0.7422 -3.3338 -4.3804 0.000
O -2.8922 -3.5355 3.4133 0.000
C -2.2891 -2.4780 3.7148 0.000
O -1.7812 -1.5817 2.9769 -0.001
C -2.1233 -2.2976 5.2178 0.000
C -1.3758 -1.2268 5.7310 0.002
C -1.1957 -1.0265 7.1119 -0.001
C -1.7532 -1.9162 8.0388 0.000
C -2.4626 -3.0214 7.5442 0.000
C -2.6843 -3.1884 6.1553 0.000
N -2.7373 -4.0957 8.4612 0.000
O -2.4114 -3.9184 9.6579 0.000
O -3.2354 -5.1589 8.0452 0.000
N -0.3898 0.1139 7.4838 0.000
O -0.0086 0.8594 6.5410 0.000
O -0.0960 0.3338 8.6735 0.000
H -0.8926 -0.5283 5.0563 -0.001
H -1.6110 -1.7813 9.1030 0.000
H -3.2722 -4.0313 5.8072 0.000
```

Values from the calculation:
⟨S²⟩	4.05
M	656.7	Da
multiplicity	4
total charge	+1
E_LUMO (spin up / spin down)	-0.212 / -0.174	Eh
orbital gap (spin up / spin down)	0.1619 / 0.1999	Ha



# 2
DFT (the ωB97M-V functional and the def2-TZVPD basis) results for a structure of composition C31H46InP2 at a distorted geometry.

The geometry in XYZ format:
```
80
Properties=species:S:1:pos:R:3:lowdin_charge:R:1
In -0.4716 0.7842 -2.6080 0.751
C -0.8645 -2.1745 1.3810 -0.208
C 0.4351 -2.5952 1.0017 -0.204
C 0.6458 -0.7436 2.3652 -0.213
C -0.7341 -1.0240 2.2176 -0.172
C 1.3696 -1.7091 1.6029 -0.185
C -2.1171 -2.8469 0.9760 -0.056
H -2.1304 -3.0769 -0.1064 0.062
H -2.9825 -2.2108 1.2059 0.066
H -2.2563 -3.8044 1.5151 0.094
C -1.8504 -0.2056 2.7059 -0.013
H -2.7903 -0.7677 2.7264 0.081
H -1.9801 0.6628 2.0523 0.053
H -1.6392 0.1731 3.7100 0.094
C 1.1957 0.3972 3.1060 -0.040
H 0.6963 0.5112 4.0769 0.090
H 1.0515 1.3377 2.5585 0.045
H 2.2635 0.2636 3.2770 0.072
C 2.8392 -1.7917 1.4949 -0.036
H 3.2451 -2.6049 2.1234 0.101
H 3.3154 -0.8522 1.8141 0.074
H 3.1443 -2.0038 0.4580 0.075
C 0.7896 -3.7541 0.1551 -0.039
H 0.9979 -4.6410 0.7722 0.097
H 1.6847 -3.5469 -0.4468 0.073
H -0.0366 -4.0011 -0.5158 0.068
C -1.2361 2.0925 -5.3567 -0.156
C -2.0506 0.8240 -5.3380 -0.446
C -1.4389 -0.3663 -6.1757 -0.201
C 0.0425 -0.3954 -6.1569 -0.235
C 0.7294 0.2289 -4.9430 -0.265
C 1.6729 1.3237 -5.3823 -0.404
C 1.1387 2.5708 -6.2162 -0.212
C -0.3052 2.4792 -6.5618 -0.174
H -1.8647 -0.2719 -7.1932 0.126
H 0.4659 -0.0035 -7.0941 0.116
H -1.8501 -1.3098 -5.7880 0.086
H -0.4465 1.8728 -7.4676 0.119
H -1.9023 2.9559 -5.1554 0.119
H -3.0855 1.0159 -5.7702 0.120
H -0.6229 3.4974 -6.8622 0.126
H 1.4265 3.5241 -5.7262 0.085
H 2.5264 0.9294 -5.9782 0.136
H 1.7150 2.6387 -7.1411 0.123
H 0.3835 -1.4397 -6.2594 0.123
H 1.2756 -0.5439 -4.3742 0.052
P -2.6911 0.1996 -3.6868 0.890
C -4.0308 1.3322 -3.2729 -0.221
C -2.5064 -1.5718 -3.3725 -0.274
P 2.2334 2.2385 -3.9473 0.889
C 0.5880 2.5049 -3.2910 -0.386
C 3.0847 1.0097 -2.8635 -0.162
C 2.8779 3.8774 -3.6773 -0.153
H -3.7169 2.0074 -2.4653 0.056
H -4.8909 0.7477 -2.9308 0.057
H -4.3486 1.9435 -4.1334 0.065
H -1.4531 -1.9618 -3.5568 0.077
H -3.2238 -2.1833 -3.9680 0.064
H -2.7181 -1.7110 -2.2811 0.055
H 2.6859 4.6119 -4.4272 0.059
H 3.9219 3.8693 -3.4158 0.063
H 2.2781 4.1615 -2.8327 0.052
H 0.3977 3.4910 -2.8798 0.036
H -0.1596 2.4385 -4.2462 0.002
H 2.9586 1.3451 -1.8099 0.074
H 4.1480 0.8116 -3.0576 0.066
H 2.5586 0.0584 -2.9670 0.028
C -0.6638 1.3255 -0.4411 -0.088
C -0.7468 2.0891 0.5518 -0.153
C -0.9149 2.9907 1.6751 -0.265
C -2.2057 3.2862 2.1984 -0.046
C -2.3789 4.0659 3.3563 -0.079
C -1.2885 4.6271 4.0257 -0.082
C -0.0117 4.3604 3.5239 -0.077
C 0.1784 3.5871 2.3645 -0.056
H -3.0831 2.8601 1.7067 0.113
H -3.3792 4.2551 3.7403 0.103
H -1.4368 5.2611 4.9125 0.112
H 0.8500 4.7797 4.0471 0.106
H 1.1975 3.4083 2.0110 0.110
```

Values from the calculation:
M	595.5	Da
total charge	+1
E_LUMO (spin up / spin down)	-0.122 / -0.108	Eh
orbital gap (spin up / spin down)	0.1967 / 0.2068	Ha